{
  "formula": "C11H36BCoO9",
  "method": "ωB97M-V with the def2-TZVPD basis set",
  "symbols": ["Co", "B", "H", "H", "H", "H", "C", "C", "O", "O", "H", "H", "H", "H", "H", "H", "C", "C", "O", "O", "H", "H", "H", "H", "H", "H", "C", "C", "O", "O", "H", "H", "H", "H", "H", "H", "C", "C", "O", "O", "H", "H", "H", "H", "H", "H", "C", "C", "C", "O", "H", "H", "H", "H", "H", "H", "H", "H"],
  "positions_angstrom": [[-1.735, -3.773, 0.565], [0.120, -1.179, 0.359], [-0.942, -1.137, 0.549], [0.580, -0.518, 1.076], [0.387, -2.219, 0.466], [0.384, -0.846, -0.633], [2.583, 1.507, -3.769], [1.577, 1.907, -4.864], [0.425, 1.109, -4.699], [2.245, 2.097, -2.489], [3.550, 1.900, -4.083], [2.681, 0.428, -3.650], [1.978, 1.852, -5.876], [1.297, 2.949, -4.711], [-0.046, 1.339, -3.894], [1.939, 1.375, -1.935], [-3.338, 1.978, 0.089], [-2.559, 2.685, 1.267], [-2.020, 1.706, 2.093], [-2.300, 1.596, -0.882], [-4.069, 2.696, -0.284], [-3.865, 1.147, 0.557], [-3.221, 3.354, 1.817], [-1.732, 3.289, 0.893], [-1.298, 1.250, 1.654], [-1.805, 0.889, -0.463], [-2.038, -4.363, -3.276], [-3.002, -3.210, -3.098], [-3.574, -3.017, -1.784], [-1.088, -4.506, -2.224], [-1.385, -4.112, -4.112], [-2.553, -5.299, -3.494], [-3.771, -2.978, -3.835], [-2.388, -2.316, -3.203], [-4.319, -2.436, -1.959], [-0.395, -5.025, -2.639], [-1.122, -2.974, 4.123], [-2.702, -2.937, 4.136], [-3.169, -2.606, 2.821], [-0.650, -3.987, 3.263], [-0.736, -3.259, 5.101], [-0.587, -2.050, 3.904], [-3.236, -2.371, 4.899], [-3.078, -3.950, 4.278], [-3.593, -1.750, 2.917], [0.256, -4.155, 3.535], [3.376, 3.949, 2.293], [4.741, 3.742, 1.649], [5.231, 2.297, 1.953], [4.573, 3.994, 0.285], [3.501, 3.938, 3.376], [2.650, 3.181, 2.023], [2.911, 4.906, 2.058], [5.412, 4.530, 1.991], [5.337, 2.030, 3.004], [6.185, 2.283, 1.425], [4.592, 1.559, 1.469], [3.803, 3.517, -0.034]],
  "forces_ev_per_angstrom": [[1.13, 2.52, 0.09], [0.54, 0.81, -0.74], [-5.39, -0.07, 1.06], [1.44, 2.15, 3.03], [1.08, -5.48, 0.46], [0.85, 0.80, -3.73], [0.38, 1.02, -0.43], [-0.02, 0.00, 1.76], [-0.65, -0.69, -0.90], [-0.06, -0.43, -0.65], [0.24, 0.05, 0.29], [-0.18, -0.04, -0.29], [-0.11, -0.59, 0.07], [0.24, 0.26, 0.07], [0.19, 0.33, 0.07], [-0.06, 0.07, 0.14], [2.18, 1.41, 1.09], [-0.70, -0.14, -1.50], [0.05, -0.86, 1.37], [-1.83, 0.12, 0.44], [0.30, -0.26, -0.82], [0.03, -0.32, -0.35], [-0.03, -0.32, 0.37], [-0.24, 0.24, -0.49], [0.19, 0.13, -0.08], [0.15, -0.23, -0.06], [-0.59, -0.17, -0.98], [1.25, 2.54, 0.60], [0.22, -1.31, 0.27], [-0.65, 0.18, 1.38], [-0.70, 0.09, -0.62], [0.04, -0.19, 0.25], [0.00, -1.31, -0.36], [0.45, 0.12, -0.17], [-0.17, 0.10, 0.58], [0.42, -0.09, 0.51], [-0.80, 0.52, 1.72], [1.30, -1.31, -0.75], [0.11, 0.10, -0.36], [-0.71, -0.62, -1.62], [-0.53, 0.12, 0.47], [-0.70, 0.44, -0.35], [0.72, 0.52, -0.02], [0.43, -0.27, 0.25], [0.01, 0.29, -0.64], [0.20, -0.21, -0.36], [0.01, 0.45, 1.01], [-1.88, -0.54, 0.89], [0.60, 1.11, -1.03], [0.75, -0.09, -1.12], [-0.21, -0.16, 0.18], [0.13, -0.28, -0.10], [0.26, 0.12, -0.22], [0.28, -0.33, 0.18], [0.07, 0.32, -0.03], [0.28, -0.60, 0.31], [-0.22, 0.10, -0.01], [-0.09, -0.12, -0.11]],
  "charge": 1,
  "multiplicity": 4,
  "e_homo_ev": [-11.2, -11.2],
  "e_tot_ev": -68704.3302,
  "lumo_ev": [-6.67, -8.12]
}

{
  "formula": "C11H36BN10O10S",
  "method": "ωB97M-V with the def2-TZVPD basis set",
  "symbols": ["B", "H", "H", "H", "H", "C", "O", "N", "N", "H", "H", "H", "H", "C", "O", "N", "N", "H", "H", "H", "H", "C", "O", "N", "N", "H", "H", "H", "H", "C", "O", "N", "N", "H", "H", "H", "H", "C", "O", "N", "N", "H", "H", "H", "H", "C", "C", "O", "S", "O", "O", "O", "H", "H", "H", "H", "C", "C", "C", "O", "C", "H", "H", "H", "H", "H", "H", "H", "H"],
  "positions_angstrom": [[0.698, -0.424, 0.766], [1.115, -1.372, 1.249], [-0.326, -0.263, 1.245], [1.516, 0.368, 0.874], [0.549, -0.504, -0.368], [0.397, -0.126, 4.632], [0.435, 0.309, 5.782], [0.558, -1.444, 4.286], [0.315, 0.717, 3.579], [0.710, -1.627, 3.313], [0.990, -1.987, 5.014], [0.461, 0.419, 2.607], [0.055, 1.679, 3.685], [3.928, -1.430, 2.870], [4.880, -1.662, 3.611], [3.528, -0.169, 2.536], [3.277, -2.422, 2.217], [4.006, 0.653, 2.848], [2.795, -0.065, 1.846], [2.519, -2.343, 1.570], [3.543, -3.343, 2.522], [-0.837, -4.544, 0.606], [-1.439, -5.617, 0.622], [-0.745, -3.692, 1.650], [-0.300, -4.056, -0.555], [-0.387, -2.770, 1.494], [-0.877, -4.084, 2.565], [-0.364, -4.600, -1.393], [0.264, -3.232, -0.441], [3.099, 1.202, -1.734], [3.681, 1.655, -2.724], [1.886, 1.647, -1.331], [3.596, 0.177, -0.999], [1.605, 2.523, -1.738], [1.422, 1.284, -0.497], [4.310, -0.373, -1.445], [2.978, -0.272, -0.347], [-3.396, -0.542, 0.298], [-4.518, -0.994, 0.107], [-2.340, -0.920, -0.493], [-3.014, 0.322, 1.275], [-2.642, -1.539, -1.227], [-1.380, -0.704, -0.280], [-2.033, 0.486, 1.407], [-3.665, 0.894, 1.780], [0.019, -0.496, -3.041], [0.524, -0.026, -4.374], [-0.568, -0.096, -5.281], [-1.366, -1.477, -5.014], [-0.688, -2.620, -5.563], [-2.790, -1.308, -5.166], [-0.995, -1.465, -3.387], [-0.514, 0.348, -2.592], [0.722, -0.907, -2.326], [1.317, -0.715, -4.685], [0.948, 0.971, -4.451], [-2.880, 3.111, -0.720], [-1.389, 3.126, -0.537], [-0.949, 4.525, -0.086], [-2.168, 5.288, -0.155], [-3.227, 4.591, -0.843], [-3.424, 2.641, 0.097], [-3.282, 2.661, -1.629], [-0.904, 2.974, -1.504], [-1.057, 2.333, 0.136], [-0.258, 4.914, -0.838], [-0.452, 4.577, 0.882], [-3.362, 4.879, -1.890], [-4.112, 4.955, -0.318]],
  "forces_ev_per_angstrom": [[-0.12, -0.41, -0.73], [0.58, -1.71, 0.49], [-1.30, 0.70, 0.76], [0.72, 1.56, 0.73], [-0.21, -0.62, -1.54], [0.94, 1.04, 0.80], [-0.44, -0.79, -0.23], [-0.52, 0.39, 0.60], [-0.25, 0.24, -1.78], [0.34, -0.39, -0.05], [0.09, -0.24, -0.30], [-0.26, 0.13, 1.04], [0.10, -0.04, 0.56], [1.37, 1.06, -0.06], [-0.57, 0.00, 0.07], [-0.61, -0.26, -0.36], [0.07, -1.40, 0.23], [0.22, -0.21, 0.23], [0.20, 0.17, 0.41], [-0.17, 0.38, 0.01], [-0.04, 0.05, -0.14], [-1.24, -1.12, -1.33], [0.65, 0.39, 0.48], [0.20, -0.22, 0.41], [0.20, 0.45, 0.83], [0.07, 0.22, 0.38], [-0.15, 0.33, 0.05], [0.08, 0.10, -0.05], [0.16, 0.00, -0.78], [0.41, 0.14, -1.20], [-0.28, -0.12, 0.56], [-0.66, 0.57, 0.16], [0.29, -0.38, 0.15], [-0.08, -0.05, 0.11], [0.32, 0.34, -0.56], [0.02, 0.04, 0.12], [0.05, -0.23, 0.07], [0.28, -0.77, -0.48], [0.10, 0.79, 0.27], [-0.85, -0.09, -0.23], [-0.13, 0.43, 0.57], [0.61, -0.16, -0.03], [-0.09, -0.13, -0.23], [0.01, 0.16, 0.08], [-0.18, -0.35, 0.05], [-1.71, 1.11, -0.18], [2.02, -0.58, -0.44], [-1.12, -0.77, -0.56], [0.07, -0.18, 2.38], [-0.55, 1.14, -0.08], [1.95, 0.07, -0.15], [-0.46, -0.55, -1.16], [0.05, -0.20, 0.43], [0.17, -0.13, -0.35], [-0.10, 0.02, -0.36], [-0.28, 0.09, 0.39], [-1.60, 0.66, -0.13], [1.23, -0.84, -0.37], [-1.28, -0.09, -1.21], [0.37, 0.49, 0.19], [0.53, 0.56, 1.03], [0.23, 0.08, 0.16], [0.56, -0.53, 0.02], [-0.03, -0.39, 0.04], [0.06, -0.01, -0.06], [0.15, 0.18, 0.14], [-0.46, 0.12, 0.24], [0.54, 0.24, -0.08], [-0.26, -0.48, -0.05]],
  "charge": -1,
  "multiplicity": 1,
  "e_homo_ev": -7.5,
  "e_tot_ev": -58883.4584,
  "lumo_ev": 2.13
}

{
  "formula": "C11H36Cl2NO10",
  "method": "ωB97M-V with the def2-TZVPD basis set",
  "symbols": ["N", "H", "H", "H", "H", "C", "C", "O", "O", "H", "H", "H", "H", "H", "H", "C", "C", "O", "O", "H", "H", "H", "H", "H", "H", "C", "C", "O", "O", "H", "H", "H", "H", "H", "H", "C", "C", "O", "O", "H", "H", "H", "H", "H", "H", "C", "C", "O", "O", "H", "H", "H", "H", "H", "H", "C", "Cl", "Cl", "H", "H"],
  "positions_angstrom": [[-0.761, 11.815, 1.895], [-1.175, 10.902, 2.019], [-0.364, 12.125, 2.771], [-1.471, 12.518, 1.744], [-0.153, 12.016, 1.114], [0.084, 12.903, 6.980], [-0.500, 11.595, 7.392], [-1.616, 11.189, 6.581], [0.926, 12.950, 5.863], [0.621, 13.262, 7.858], [-0.732, 13.617, 6.871], [-0.857, 11.638, 8.421], [0.246, 10.814, 7.536], [-1.825, 10.313, 6.915], [1.841, 12.827, 6.127], [-6.028, 14.751, 6.167], [-6.239, 15.295, 7.638], [-5.263, 14.832, 8.558], [-6.135, 13.345, 6.338], [-5.050, 15.002, 5.755], [-6.845, 15.144, 5.562], [-7.219, 15.059, 8.053], [-6.122, 16.379, 7.620], [-5.584, 14.011, 8.939], [-5.273, 13.074, 6.661], [4.417, 11.044, -0.895], [4.899, 11.372, 0.532], [4.247, 10.517, 1.485], [3.116, 11.555, -1.261], [4.433, 9.964, -1.046], [5.152, 11.534, -1.534], [4.687, 12.398, 0.833], [5.964, 11.146, 0.583], [4.718, 10.598, 2.318], [2.827, 11.111, -2.062], [-3.830, 14.526, -2.438], [-3.567, 15.742, -1.507], [-3.218, 15.369, -0.166], [-5.030, 13.904, -2.015], [-3.010, 13.809, -2.492], [-4.032, 14.802, -3.473], [-4.440, 16.394, -1.482], [-2.769, 16.346, -1.939], [-3.330, 16.150, 0.381], [-4.876, 13.429, -1.196], [-5.741, 8.771, 1.417], [-4.957, 7.633, 2.114], [-3.583, 7.877, 1.784], [-5.228, 10.075, 1.740], [-6.805, 8.799, 1.652], [-5.690, 8.703, 0.330], [-5.273, 6.654, 1.753], [-5.060, 7.685, 3.198], [-3.037, 7.227, 2.233], [-5.666, 10.311, 2.561], [3.589, 17.366, -1.101], [5.337, 17.123, -1.260], [3.117, 19.026, -0.589], [3.143, 17.184, -2.079], [3.188, 16.585, -0.454]],
  "forces_ev_per_angstrom": [[-0.52, 1.61, 0.40], [-0.03, -0.61, -0.51], [0.82, -0.16, 0.58], [-1.18, 0.07, -0.07], [0.85, -0.95, -0.33], [-0.18, 0.68, 1.33], [-0.54, -0.89, 0.62], [0.84, -0.01, -0.07], [-0.04, -0.28, -1.00], [0.17, 0.08, 0.14], [-0.04, 0.04, -0.44], [-0.23, 0.81, 0.21], [0.39, -0.24, -0.89], [-0.37, -0.14, -0.22], [-0.06, -0.05, 0.11], [-0.70, -0.08, 2.75], [0.70, 0.93, -0.92], [0.27, -0.28, -0.29], [0.04, -0.43, -0.97], [-0.05, 0.34, 0.03], [0.11, -0.28, -0.22], [-0.23, -0.09, -0.57], [-0.14, 0.15, 0.05], [0.02, -0.06, 0.03], [0.01, -0.23, 0.10], [0.13, 0.59, 0.14], [-1.09, -0.81, 0.01], [-0.29, -0.05, -0.19], [0.25, 0.04, 0.98], [0.19, -0.03, 0.10], [0.14, -0.19, -0.27], [0.23, 0.27, -0.44], [0.14, 0.33, -0.30], [0.02, -0.04, 0.06], [0.15, -0.06, -0.03], [-0.74, 0.49, 1.11], [0.46, 0.10, -0.97], [-0.01, -0.58, -0.38], [-0.16, -0.48, -0.13], [0.31, 0.05, 0.34], [0.18, 0.57, 0.14], [-0.28, -0.28, -0.13], [0.31, 0.02, -0.06], [-0.04, 0.00, 0.03], [0.02, 0.05, 0.11], [0.09, 0.27, 0.03], [0.20, 1.14, -0.53], [0.03, -0.11, -0.06], [0.02, -0.44, 0.18], [-0.06, -0.60, 0.19], [0.30, -0.28, 0.05], [-0.17, -0.01, -0.03], [-0.30, 0.00, 0.11], [-0.04, -0.14, -0.01], [0.10, 0.30, 0.11], [-0.38, -0.10, -0.57], [-0.23, 0.16, 0.16], [0.28, -0.92, -0.05], [0.19, 0.32, 0.04], [0.15, 0.53, 0.41]],
  "charge": 1,
  "multiplicity": 1,
  "e_homo_ev": -11.6,
  "e_tot_ev": -58990.5127,
  "lumo_ev": -3.60
}